(1)
Molecular formula: C28H32N4O3
Method: DFT, ωB97M-V with the def2-TZVPD basis set

Geometry as XYZ:
```
67
Properties=species:S:1:pos:R:3:nbo_charge:R:1
O -4.04582 -1.40284 -1.98014 -0.560
C -3.27158 -1.13737 -1.07554 0.474
C -1.91098 -0.69727 -1.25754 -0.210
C -0.90870 -0.63982 -0.30683 0.096
N 0.22202 -0.14324 -0.84131 -0.344
C 0.00314 0.14535 -2.16863 0.220
C 0.85145 0.68869 -3.12224 -0.250
C 0.34058 0.88835 -4.38862 -0.215
C -0.97931 0.55904 -4.70076 -0.230
C -1.82715 0.01889 -3.75699 -0.180
C -1.33213 -0.19447 -2.47514 -0.097
H -2.84524 -0.24575 -3.99510 0.233
H -1.33675 0.72892 -5.70574 0.211
H 0.97499 1.30565 -5.15681 0.211
H 1.87639 0.93791 -2.89083 0.208
C 1.48617 -0.04221 -0.17763 -0.310
H 1.31516 -0.13355 0.89800 0.241
H 1.93084 0.93432 -0.39197 0.226
C 2.43071 -1.16107 -0.66119 0.673
O 2.03451 -2.02313 -1.41664 -0.613
N 3.70530 -1.10489 -0.21674 -0.448
C 4.20828 -0.09465 0.69059 -0.203
H 3.38979 0.24151 1.32915 0.199
C 5.33432 -0.59059 1.60185 -0.411
H 5.47621 0.17659 2.36608 0.219
C 5.03061 -1.93365 2.27075 -0.406
H 5.54501 -1.96874 3.23328 0.213
H 3.95981 -2.01568 2.46584 0.199
C 5.49534 -3.12871 1.43958 -0.391
H 6.54798 -2.98978 1.17961 0.191
H 5.42614 -4.03173 2.04954 0.211
C 4.68369 -3.34259 0.16560 -0.405
H 3.66020 -3.62647 0.41629 0.213
H 5.12477 -4.16402 -0.40125 0.212
C 4.62247 -2.10703 -0.73320 -0.228
H 5.60965 -1.65969 -0.85807 0.191
H 4.24108 -2.40399 -1.71361 0.244
H 6.27177 -0.66628 1.04964 0.201
H 4.57064 0.77268 0.11893 0.190
H -0.95081 -0.95747 0.71725 0.247
C -3.68955 -1.14561 0.39486 0.614
O -3.07773 -1.76517 1.24791 -0.627
N -4.75999 -0.36854 0.69576 -0.419
C -4.94059 0.06010 2.06864 -0.243
H -4.17786 -0.44575 2.66419 0.240
C -4.78233 1.59909 2.10392 -0.231
N -3.95844 2.06137 1.01148 -0.429
C -2.58326 2.13893 1.11906 0.183
C -1.89551 1.69284 2.25303 -0.242
C -0.53309 1.88146 2.37700 -0.210
C 0.19236 2.50276 1.37579 -0.282
C -0.47019 2.92459 0.23517 -0.178
C -1.83292 2.75452 0.10828 -0.269
H -2.32074 3.13253 -0.77661 0.218
H 0.07539 3.40947 -0.56191 0.214
H 1.25446 2.66579 1.48774 0.207
H -0.03389 1.53362 3.27085 0.211
H -2.41574 1.18517 3.04887 0.206
C -4.59621 1.85001 -0.27443 -0.223
H -5.26297 2.68994 -0.50894 0.193
C -5.39680 0.52844 -0.24112 -0.251
H -5.44543 0.07740 -1.22992 0.259
H -6.41892 0.69499 0.10988 0.197
H -3.83401 1.78046 -1.05066 0.218
H -5.76130 2.07669 1.98706 0.197
H -4.36594 1.93211 3.05372 0.222
H -5.92933 -0.23845 2.43089 0.199
```

SMILES string: O=C(C(=O)N1CCN(c2ccccc2)CC1)c1cn(CC(=O)N2CCCCCC2)c2ccccc12
Charge: 0
Max |F|: 0.784 eV/A
Gap between HOMO and LUMO: 8.24 eV
HOMO level: -7.7743 eV

***

(2)
Molecular formula: C19H41BNO7S
Method: DFT, ωB97M-V with the def2-TZVPD basis set

Geometry as XYZ:
```
70
Properties=species:S:1:pos:R:3:nbo_charge:R:1
C 4.04017 -0.46994 2.01593 -0.659
C 5.23719 -0.15274 1.09766 -0.062
O 5.44733 1.22709 0.81884 -0.542
C 4.25877 1.93735 0.49439 -0.093
C 3.41719 1.35095 -0.66231 -0.093
O 2.09668 1.16201 -0.19710 -0.581
C 1.09157 1.72786 -1.06486 -0.275
B -0.43509 1.33626 -0.65487 0.302
C -0.69768 1.75257 0.92779 -0.621
C -0.63280 0.58469 1.94096 -0.387
C -1.15480 1.08148 3.31961 -0.388
C -1.34697 -0.04081 4.34277 -0.411
C -2.37418 -1.10977 3.90893 -0.218
N -1.65508 -2.34797 3.55326 -0.843
C -0.85673 -0.20914 -1.03308 -0.636
C 0.23036 -1.27286 -0.75133 -0.388
C -0.39992 -2.67849 -0.84968 -0.413
C 0.60613 -3.79274 -0.57512 -0.071
O 1.20413 -3.57546 0.72046 -0.553
C 2.50569 -3.96392 0.77033 0.672
O 3.34279 -3.45530 0.14113 -0.538
C -1.41450 2.34143 -1.56153 -0.630
C -2.92845 2.09147 -1.35495 -0.386
C -3.72312 1.95911 -2.67426 -0.400
C -3.54075 0.58713 -3.35078 -0.667
S -2.66337 0.70652 -4.92912 2.365
O -3.36595 1.65743 -5.70795 -0.960
O -1.28591 0.98442 -4.76517 -0.931
O -2.85209 -0.71286 -5.68213 -0.880
H 4.25296 -1.38214 2.57719 0.204
H 3.18117 -0.71617 1.38522 0.234
H 3.78313 0.36898 2.65801 0.215
H 5.18159 -0.71108 0.15597 0.166
H 6.14267 -0.51185 1.59834 0.168
H 4.59091 2.93051 0.17552 0.177
H 3.61491 2.12383 1.35885 0.179
H 3.38806 2.09018 -1.47168 0.172
H 3.83837 0.43664 -1.09959 0.169
H 1.28899 1.52754 -2.13606 0.155
H 1.17347 2.83314 -0.96994 0.148
H 0.11883 2.43835 1.21040 0.191
H -1.63309 2.30649 1.10501 0.174
H -1.24491 -0.27842 1.65693 0.169
H 0.41793 0.32134 2.10684 0.198
H -0.46515 1.85315 3.67886 0.194
H -2.11079 1.59332 3.15120 0.180
H -1.74190 0.42040 5.26130 0.187
H -0.41018 -0.51505 4.64403 0.206
H -3.01330 -1.34129 4.76587 0.175
H -3.01578 -0.71107 3.10954 0.166
H -1.09237 -2.19483 2.72079 0.365
H -2.34957 -3.06150 3.35098 0.342
H -1.80554 -0.53534 -0.57233 0.171
H -1.03071 -0.22865 -2.12499 0.180
H 0.72215 -1.12551 0.21077 0.213
H 1.01012 -1.18285 -1.51749 0.192
H -0.77104 -2.79098 -1.87411 0.193
H -1.22963 -2.71214 -0.13755 0.193
H 0.07450 -4.75577 -0.56716 0.162
H 1.34504 -3.84110 -1.37797 0.184
H 2.69609 -4.80225 1.46119 0.099
H -1.22458 3.37219 -1.21786 0.188
H -1.12338 2.32466 -2.62057 0.200
H -3.15741 1.25199 -0.68942 0.188
H -3.35517 2.98165 -0.87586 0.192
H -3.43534 2.76210 -3.35489 0.226
H -4.78789 2.09478 -2.46035 0.196
H -3.06164 -0.16728 -2.72385 0.253
H -4.52884 0.21259 -3.63340 0.232
H -2.38331 -1.38432 -5.15558 0.496
```

Charge: -1
Max |F|: 2.957 eV/A
Gap between HOMO and LUMO: 7.39 eV
HOMO level: -5.0154 eV

***

(3)
Molecular formula: C20H20FeN5O7P2
Method: DFT, ωB97M-V with the def2-TZVPD basis set

Geometry as XYZ:
```
55
Properties=species:S:1:pos:R:3:mulliken_spin:R:1
Fe 0.05433 0.15750 0.06717 3.755
C -5.30451 1.93389 -3.64699 0.000
C -4.44686 1.28256 -2.58884 0.005
C -4.64584 1.52048 -1.23020 0.000
C -3.81866 0.95459 -0.27685 -0.011
C -2.76283 0.09100 -0.60665 -0.090
N -1.91907 -0.45974 0.36103 0.118
C -2.49615 -0.98801 1.48905 0.009
C -3.81665 -1.49390 1.50891 0.009
C -4.38995 -2.06454 2.62975 -0.003
C -3.69306 -2.17140 3.83133 0.007
C -4.30308 -2.79838 5.06300 0.000
C -2.39839 -1.68078 3.83628 -0.003
C -1.79926 -1.13050 2.70709 0.019
N -0.43861 -0.69572 2.84527 -0.011
C 0.50730 -1.25877 3.62570 0.010
C 1.59334 -0.41861 3.63725 0.003
C 1.21521 0.64790 2.81222 0.015
N -0.01414 0.48807 2.33933 0.011
C -2.57414 -0.13094 -1.97358 0.020
C -3.38742 0.46102 -2.93401 0.000
N -1.52197 -0.98476 -2.41635 -0.024
C -1.53462 -1.84122 -3.46110 0.002
C -0.26685 -2.35056 -3.58612 0.003
C 0.46981 -1.73682 -2.55669 -0.007
N -0.29838 -0.91483 -1.85937 0.034
H -6.23523 2.30775 -3.21759 0.000
H -5.56013 1.22823 -4.44013 0.000
H -4.79295 2.78005 -4.11402 0.000
H -5.44500 2.18515 -0.91578 0.000
H -3.97326 1.16885 0.77521 0.001
H -4.39036 -1.44088 0.59137 0.001
H -5.40858 -2.43989 2.56787 0.000
H -5.39304 -2.79809 5.00143 0.000
H -4.01993 -2.25691 5.96864 0.000
H -3.98259 -3.83685 5.19074 0.000
H -1.82673 -1.70137 4.75966 -0.001
H 0.35003 -2.22329 4.08266 0.002
H 2.54190 -0.58378 4.11912 0.000
H 1.78685 1.51272 2.50164 0.001
H -3.16554 0.28755 -3.98315 0.000
H -2.44072 -2.04109 -4.00967 0.000
H 0.07953 -3.07112 -4.30758 0.001
H 1.50787 -1.87130 -2.28809 0.001
O 3.27260 2.23173 0.21205 0.002
P 2.30304 1.82560 -1.00486 0.013
O 2.63881 2.56749 -2.22156 0.003
O 0.85236 1.84995 -0.50179 0.067
O 2.65550 0.23584 -1.18519 0.000
P 2.85607 -1.01355 -0.18715 -0.002
O 3.78664 -0.33716 0.98428 0.003
O 3.62374 -2.07192 -0.86554 0.002
O 1.51050 -1.28805 0.44400 0.035
H 3.52505 1.45412 0.74305 0.001
H 4.69247 -0.64059 0.83436 0.000
```

Charge: -1
Max |F|: 0.738 eV/A
Gap between HOMO and LUMO (spin up / spin down): 7.11 / 7.09 eV
Expectation value of S²: 6.01
HOMO level (spin up / spin down): -4.4445 / -4.4290 eV
Spin multiplicity: 5